Record 1
The following is a quantum chemistry calculation of a 2-piece molecular cluster, C3H6O4 overall, from the Open Molecules 2025 dataset.

energy relative to the best compared isomer or geometry (same formula, charge and spin) = 5.058 eV
HOMO = -9.89 eV
M = 106.08 g mol⁻¹
E_LUMO = 0.696 eV
orbital gap = 0.3889 hartree

Structure (ORCA input):
```
! wB97M-V def2-TZVPD RIJCOSX def2/J DEFGRID3
* xyz 0 1
C -1.27451 0.53877 -1.11599
C 1.42696 -0.27969 1.14218
C 0.95862 -1.13715 0.00289
O -2.65359 0.42152 -0.90907
O -1.86676 -0.28435 0.06236
O -0.64330 1.70927 -0.65597
O 1.60121 -1.31299 -1.02032
H -0.09349 -1.59860 0.12285
H -1.12633 2.03010 0.12483
H -0.91148 0.12190 -2.04879
H 0.56764 0.19892 1.61843
H 1.90775 -0.89923 1.90236
H 2.10727 0.49151 0.77425
*
```

Atomic partial charges in e from the Löwdin method, atoms 1 to 6: -0.276, -0.054, -0.328, -0.013, -0.055, 0.047


Record 2
The following is a quantum chemistry calculation of a 2-piece molecular cluster, C3H6O3 overall, from the Open Molecules 2025 dataset.

energy relative to the best compared isomer or geometry (same formula, charge and spin) = 0.519 eV
HOMO (alpha / beta) = -12.74 / -12.74 eV
M = 90.08 g mol⁻¹
E_LUMO (alpha / beta) = -6.416 / -10.219 eV
orbital gap (alpha / beta) = 0.2324 / 0.0926 hartree

Structure (ORCA input):
```
! wB97M-V def2-TZVPD RIJCOSX def2/J DEFGRID3
* xyz 1 2
O 3.29849 1.43310 0.18392
C 2.99963 1.89167 -0.86388
C 1.89825 2.94410 -1.05966
H 3.44882 1.50198 -1.81133
H 2.39733 3.89512 -0.87909
H 1.14779 2.78616 -0.28028
H 1.47226 2.81717 -2.04593
O -1.87210 -2.95677 1.58108
C -3.01296 -3.28754 1.57182
O -3.71263 -3.51394 0.43986
H -3.60027 -3.42719 2.49604
H -4.46461 -4.08387 0.66746
*
```

Atomic partial charges in e from the Löwdin method, atoms 1 to 6: 0.396, -0.060, 0.080, 0.220, 0.129, 0.122


Record 3
The following is a quantum chemistry calculation of C33H48BCl28NO5Si2 as an isolated structure, from the Open Molecules 2025 dataset.

HOMO = -7.82 eV
M = 1598.42 g mol⁻¹
E_LUMO = -0.137 eV
orbital gap = 0.2823 hartree

Structure (ORCA input):
```
! wB97M-V def2-TZVPD RIJCOSX def2/J DEFGRID3
* xyz 0 1
C 1.30491 5.00278 -0.07918
C 0.95289 4.75324 -1.41513
C 1.54117 3.60962 -2.31073
Si 1.91811 2.01220 -1.32565
C 0.43124 1.52789 -0.24454
C 3.39824 2.33330 -0.13270
C 4.18792 0.98995 0.18808
C 3.49196 0.06652 1.25553
C 3.37787 0.73463 2.69408
C 3.11161 -0.31056 3.84250
C 1.60347 -0.79935 4.00768
C 0.57423 -0.17837 2.99496
C -0.89273 -0.46358 3.55374
C -2.01693 -0.10998 2.49202
C -3.27902 0.58355 3.14298
C -4.45020 0.82907 2.12399
C -4.06883 1.84850 0.96115
O -5.14428 2.72102 0.61334
C -5.99018 2.15819 -0.39290
O 2.44540 0.82931 -2.44381
Si 1.33114 -0.42233 -2.76562
N 1.38384 -1.54586 -1.39463
C -0.40775 0.14854 -3.26327
B -1.60964 -0.68444 -2.55484
O -2.82733 -0.04654 -2.21011
O -1.51172 -2.06260 -2.20251
C 2.09057 -1.39428 -4.25228
C 1.03276 -1.99242 -5.21791
O 1.05145 -1.62953 -6.38530
C -0.02808 -3.05295 -4.84451
C -1.39169 -2.82465 -5.31234
C -2.41028 -3.79546 -4.94865
C -2.04412 -4.95185 -4.13926
C -0.66638 -5.19873 -3.70744
C 0.35727 -4.23080 -4.06745
H 0.55693 4.82688 0.73644
H 2.30184 5.41791 0.20853
H 0.20564 5.44192 -1.89353
H 2.48594 3.99201 -2.81104
H 0.81139 3.41764 -3.14065
H 0.53711 0.56812 0.31056
H 0.34104 2.33224 0.54529
H -0.53557 1.59921 -0.82474
H 2.95656 2.75828 0.80599
H 4.04721 3.08005 -0.65774
H 5.17101 1.30810 0.64412
H 4.38787 0.44349 -0.76437
H 4.12353 -0.86577 1.33663
H 2.46279 -0.27111 0.97257
H 2.68350 1.60982 2.68211
H 4.40664 1.16314 2.89322
H 3.45272 0.18278 4.79759
H 3.78116 -1.20372 3.68780
H 1.61199 -1.92101 3.80018
H 1.32109 -0.68943 5.08587
H 0.63968 -0.75543 2.03759
H 0.63783 0.92904 2.87553
H -1.07527 0.21011 4.43676
H -0.96935 -1.53430 3.87705
H -1.65966 0.57735 1.68117
H -2.39779 -1.05315 2.01204
H -3.69595 -0.05919 3.96500
H -3.01996 1.57487 3.61711
H -4.83196 -0.12367 1.64873
H -5.35289 1.28016 2.63057
H -3.69364 1.24345 0.09468
H -3.18657 2.43399 1.34148
H -5.58725 1.21999 -0.85735
H -6.99953 1.93472 0.06370
H -6.20510 2.88493 -1.22918
H 0.61414 -1.42263 -0.73817
H 2.26356 -1.35026 -0.90899
H -0.61925 0.05602 -4.37227
H -0.63338 1.22595 -3.01893
H -3.21978 -0.49927 -1.44132
H -1.35773 -2.16001 -1.24692
H 2.68587 -2.26005 -3.83216
H 2.84681 -0.74222 -4.76971
H -1.58656 -1.90724 -5.90653
H -3.45169 -3.59109 -5.29796
H -2.89481 -5.64679 -3.86681
H -0.46829 -6.10980 -3.09714
H 1.39650 -4.43441 -3.73252
C -0.22317 -4.48187 5.37443
Cl -1.24666 -3.30699 6.21908
Cl -0.56502 -4.42212 3.63484
Cl 1.48158 -4.08884 5.65423
Cl -0.56309 -6.10917 5.98704
C 7.93939 -0.40714 -0.02401
Cl 9.43810 -1.14579 -0.60827
Cl 7.81286 1.24262 -0.65822
Cl 6.53664 -1.35776 -0.56723
Cl 7.96097 -0.36016 1.74789
C 8.52946 -3.82341 -4.13780
Cl 9.90242 -2.86873 -4.72676
Cl 7.33589 -4.00492 -5.43569
Cl 9.09771 -5.42399 -3.62922
Cl 7.78399 -2.99496 -2.75946
C -2.64534 4.97365 3.52891
Cl -1.85830 4.43965 2.03288
Cl -4.38454 4.65303 3.42444
Cl -1.96132 4.08733 4.90448
Cl -2.37203 6.70976 3.75098
C 0.71462 9.14606 5.17541
Cl 0.82400 8.32175 6.74029
Cl 1.56388 8.19428 3.94508
Cl -0.98878 9.31593 4.71616
Cl 1.45603 10.75062 5.29876
C -3.26823 -8.91441 -5.60023
Cl -3.00191 -7.26523 -4.98982
Cl -3.84357 -8.83978 -7.27540
Cl -1.74462 -9.81750 -5.53823
Cl -4.48049 -9.73033 -4.59457
C -9.47463 1.65115 2.33841
Cl -10.96726 2.38281 2.95245
Cl -8.08263 2.61205 2.86748
Cl -9.32482 -0.00073 2.96305
Cl -9.52131 1.61060 0.56699
*
```

Atomic partial charges in e from the Löwdin method, atoms 1 to 6: -0.062, -0.196, -0.231, 0.490, -0.156, -0.215


Record 4
The following is a quantum chemistry calculation of C49H61BN8O3PS3V as an isolated structure, from the Open Molecules 2025 dataset.

HOMO (alpha / beta) = -9.85 / -9.23 eV
M = 999.01 g mol⁻¹
E_LUMO (alpha / beta) = -2.828 / -2.495 eV
orbital gap (alpha / beta) = 0.2580 / 0.2475 hartree

Structure (ORCA input):
```
! wB97M-V def2-TZVPD RIJCOSX def2/J DEFGRID3
* xyz 1 2
V -1.30506 -0.91436 -0.88042
C -4.35639 2.20895 2.08698
C -2.89751 2.27818 1.79682
C -2.15069 3.41668 1.97300
C -0.78100 3.40401 1.62433
N -0.19006 2.30667 1.24454
N -0.88263 1.18146 1.12023
B -0.10237 -0.09000 0.94217
N -0.32771 -1.03988 2.09984
N -0.82966 -0.51961 3.21083
C -0.89837 -1.22746 4.29895
C -0.50819 -2.59080 4.30015
C 0.03388 -3.13737 3.17373
C 0.47493 -4.55445 3.10963
C 0.16942 -2.29929 2.02588
S 0.92089 -2.78278 0.60692
C -1.37366 -0.54903 5.56247
C -2.71702 -1.16037 5.97539
C -1.54878 0.95096 5.32185
C -0.32712 -0.76942 6.66371
N 1.38556 0.24351 0.87382
N 2.02693 0.26872 2.03095
C 3.25389 0.70169 2.09126
C 3.92490 1.16428 0.93046
C 3.27404 1.15394 -0.26756
C 3.86878 1.66048 -1.53063
C 1.94052 0.64911 -0.28208
S 1.02858 0.54980 -1.68588
C 3.95204 0.70448 3.43441
C 4.56459 2.08773 3.70047
C 5.05490 -0.36297 3.38802
C 2.95670 0.36774 4.54607
C -2.23464 1.13863 1.27909
S -3.06354 -0.24903 0.78426
C 0.05302 4.66063 1.67994
C -0.44418 5.59716 0.57006
C -0.11455 5.32833 3.04933
C 1.52890 4.33016 1.45225
H -4.65429 3.01299 2.75399
H -4.60751 1.24961 2.53625
H -4.92289 2.28324 1.15802
H -2.61274 4.30803 2.36200
H -0.62738 -3.19110 5.18771
H 0.31456 -5.04570 4.06472
H 1.52896 -4.61151 2.84433
H -0.07536 -5.07922 2.32982
H -3.43773 -1.06683 5.16620
H -3.10451 -0.64013 6.84668
H -2.61197 -2.21210 6.22685
H -2.30370 1.13031 4.56207
H -0.61586 1.39193 4.98181
H -1.85510 1.44022 6.24281
H -0.21812 -1.82118 6.91211
H -0.62735 -0.24645 7.56711
H 0.64192 -0.38849 6.35010
H 4.93376 1.53881 0.99964
H 4.86458 2.05871 -1.36131
H 3.22822 2.43831 -1.94380
H 3.91537 0.85787 -2.26470
H 5.35911 2.32483 2.99790
H 4.98908 2.11722 4.70119
H 3.80378 2.86217 3.62939
H 5.77704 -0.15068 2.60386
H 4.61797 -1.33940 3.19424
H 5.58529 -0.40430 4.33597
H 2.14852 1.09483 4.56082
H 3.45687 0.37482 5.51216
H 2.52481 -0.61500 4.37863
H -1.49274 5.84940 0.70977
H -0.32559 5.12426 -0.40311
H 0.13097 6.51905 0.58302
H -1.13143 5.67752 3.20208
H 0.54583 6.18703 3.12710
H 0.13557 4.63286 3.84688
H 1.67347 3.84981 0.48801
H 1.88759 3.65583 2.22555
H 2.12147 5.24061 1.48039
O -3.41620 -3.26888 -1.80316
C -2.25642 -3.22245 -1.45173
O -1.82398 -2.48367 -0.49340
C -1.13100 -3.94834 -2.16049
P -0.08099 -2.51578 -2.69916
C 1.41820 -3.37153 -3.29268
C 2.63224 -2.83648 -2.87900
C 3.82077 -3.43222 -3.25237
C 3.80042 -4.57740 -4.03015
C 2.59197 -5.11676 -4.44383
C 1.40044 -4.51846 -4.07818
C -0.57939 -1.15537 -5.23527
C -1.26596 -1.01507 -6.44503
C -0.85480 -0.02128 -7.32564
C 0.20029 0.82140 -7.02339
C 0.88135 0.66934 -5.82901
C 0.48522 -0.31755 -4.94307
H -1.49935 -4.58610 -2.96875
H -0.54597 -4.51822 -1.43605
H 2.62412 -1.95876 -2.24751
H 4.76321 -3.01922 -2.92763
H 4.72758 -5.04501 -4.32115
H 2.58333 -6.00856 -5.05261
H 0.46137 -4.94463 -4.40067
H -1.87419 -2.93657 -7.11537
H -1.36135 0.09615 -8.27368
H 0.48983 1.58271 -7.73092
H 1.69907 1.32593 -5.57182
H 1.00710 -0.44574 -4.00381
C -1.73092 2.77681 -2.81430
C -2.31050 1.44445 -2.41417
O -1.73163 0.74269 -1.57860
N -3.49771 1.13062 -2.97637
C -4.10298 -0.19134 -2.94086
C -3.30658 -1.14130 -3.82250
C -4.00410 -1.83088 -4.89798
C -3.57520 -2.23237 -6.09746
C -2.34214 -1.96365 -6.90686
C -1.13317 -2.07728 -4.18298
N -2.09687 -1.27819 -3.47059
H -0.69797 2.82696 -2.47335
H -2.29785 3.58925 -2.36074
H -1.76452 2.89252 -3.89465
H -3.80865 1.73463 -3.72424
H -5.13282 -0.10010 -3.28381
H -4.09247 -0.58088 -1.91334
H -5.01747 -2.10132 -4.62085
H -4.28092 -2.81831 -6.67571
H -2.70114 -1.59707 -7.87491
H -1.59112 -2.97137 -4.63771
*
```

Atomic partial charges in e from the Löwdin method, atoms 1 to 6: 0.633, -0.055, -0.243, 0.078, -0.203, 0.210